No. 1
Below is C20H15CeF2N5S2 as an isolated structure at a distorted geometry, with properties calculated with ωB97M-V with the def2-TZVPD basis set.

As for the charge: +2. The value obtained for the HOMO energy (alpha / beta) is -14.678 / -14.653 eV. Its frontier orbital gap (alpha / beta) is 7.88 / 6.32 eV. The total energy comes out at -68453.334 eV.

```
45
Properties=species:S:1:pos:R:3:forces:R:3:lowdin_charge:R:1
Ce -1.0326 -0.3911 0.5156 -1.3 -1.1 -0.2 1.03
F -4.2726 3.8877 1.6256 -0.1 -0.1 -0.9 0.14
C -3.0520 3.3944 1.5544 2.0 0.5 3.0 -0.24
C -2.6765 2.2895 0.8491 0.4 0.0 -0.6 -0.02
C -1.3622 1.8119 0.9522 -0.7 1.0 -0.1 -0.22
C -0.4179 2.4066 1.7703 -0.7 0.5 1.1 -0.12
C -0.8552 3.4193 2.6516 -1.4 0.1 -1.8 -0.21
F -0.0678 3.9546 3.5448 0.7 0.2 0.6 0.15
C -2.1275 3.9337 2.4962 -1.2 0.7 -0.7 0.14
C 0.9091 1.8564 1.8487 2.5 1.6 0.8 -0.22
C 2.0819 2.5934 2.1753 -1.9 -0.8 -0.3 0.06
C 3.2638 1.8870 2.2882 1.0 2.2 0.3 -0.02
C 3.2862 0.5318 2.1497 -0.8 -2.0 -0.7 -0.01
C 2.1229 -0.1213 1.7368 1.1 2.3 0.8 -0.08
N 0.9950 0.5791 1.5823 -0.7 -2.6 -0.6 -0.01
H -3.3859 1.9765 0.1380 -0.8 -1.1 -0.8 0.12
H -2.4833 4.8475 2.9919 0.4 -0.6 0.3 0.16
H 1.9323 3.6546 2.3195 0.6 0.0 0.1 0.13
H 4.1808 2.4829 2.4591 -0.5 -0.7 0.1 0.14
H 4.1291 -0.1277 2.2655 0.5 0.4 0.1 0.13
H 2.1611 -1.1508 1.5248 -0.3 -1.1 -0.1 0.09
S -3.5909 -1.7268 1.2158 0.2 0.0 0.5 0.74
C -3.4813 -2.2926 -0.3525 -0.1 0.0 -0.8 -0.82
N -4.0247 -3.4817 -0.7766 0.2 -2.3 0.4 0.12
C -3.9386 -3.9399 -2.0705 0.3 1.8 0.2 0.05
C -3.4057 -3.0757 -3.0143 -0.3 -1.6 2.1 0.02
C -2.7437 -1.9845 -2.5176 -0.5 1.8 -0.4 -0.07
N -2.8280 -1.5483 -1.2775 0.5 -0.3 0.8 -0.02
H -4.2956 -4.2054 -0.0512 0.2 1.5 -0.9 0.20
H -4.2715 -4.9298 -2.3463 -0.3 0.0 0.4 0.15
H -3.3749 -3.3858 -4.0000 0.2 -0.3 -1.8 0.11
H -2.2580 -1.2858 -3.1773 0.5 -0.1 -0.3 0.14
C 4.6245 -1.4183 -1.7499 1.2 1.8 -1.8 0.00
C 3.2046 -1.0620 -1.6076 -0.1 0.0 0.4 -0.33
C 2.6170 0.0154 -2.2398 -1.1 1.2 -0.3 0.04
C 1.2625 0.2532 -2.0403 0.6 0.0 -0.3 -0.04
N 0.4989 -0.5598 -1.2863 0.4 -0.9 0.0 -0.11
C 1.1146 -1.6290 -0.7447 1.9 -0.8 -0.3 -0.74
S 0.1119 -2.8076 0.1940 0.6 1.3 -0.5 0.71
N 2.4657 -1.8430 -0.8699 -2.9 -1.5 1.4 0.14
H 5.1858 -0.5937 -2.3208 -0.9 -1.5 0.4 0.13
H 4.6717 -2.3861 -2.2321 0.2 -0.1 -0.4 0.10
H 5.2039 -1.5186 -0.8663 0.0 -0.1 1.3 0.08
H 3.2533 0.6539 -2.8182 -0.2 0.4 -0.4 0.12
H 0.6698 1.0357 -2.4897 0.5 0.4 -0.2 0.13
```
Positions in Å, forces in eV/Å.

No. 2
Below is C52H32I4N4O5Y as an isolated structure at a distorted geometry, with properties calculated with ωB97M-V with the def2-TZVPD basis set.

As for the charge: -1. The value obtained for the HOMO energy is -3.843 eV. Its frontier orbital gap is 5.29 eV. The total energy comes out at -104094.437 eV.

```
98
Properties=species:S:1:pos:R:3:forces:R:3:lowdin_charge:R:1
Y 0.1210 -0.1129 0.3837 0.3 -2.0 -2.1 1.47
I -5.3214 4.0151 7.6127 0.2 -0.2 -0.3 0.79
C -4.3251 3.1195 5.9707 -0.3 0.3 0.4 -0.72
C -3.0966 3.6179 5.5810 0.0 0.1 0.0 -0.15
C -2.4368 3.0184 4.5255 -0.1 -0.1 0.0 -0.01
C -2.9829 1.9180 3.8672 -0.2 0.1 0.2 -0.20
C -4.2301 1.4491 4.2671 0.1 0.0 -0.1 -0.02
C -4.9058 2.0515 5.3166 -0.1 0.0 0.1 -0.15
C -2.1557 1.2885 2.8147 0.4 -1.0 0.4 -0.06
C -1.5072 0.0989 3.1382 -0.5 1.1 0.1 -0.22
C -1.7637 -0.7490 4.2666 0.2 -0.4 0.1 0.01
C -0.9473 -1.8327 4.1498 -0.6 0.1 0.2 -0.01
C -0.1285 -1.6222 2.9864 0.5 0.4 -0.2 -0.25
C 1.0369 -2.3774 2.6337 0.0 0.8 -0.1 -0.10
C 0.9997 -3.8172 2.6922 -0.1 -0.5 0.0 -0.17
C 2.1338 -4.6463 2.6292 -0.1 0.2 0.1 -0.03
C 2.0318 -6.0153 2.5118 0.0 -0.2 0.0 -0.17
C 0.7838 -6.6053 2.4382 0.0 -0.6 -0.1 -0.73
I 0.6403 -8.7096 2.1995 0.0 0.5 0.1 0.76
C -0.3620 -5.8307 2.4816 0.0 -0.2 0.1 -0.16
C -0.2512 -4.4637 2.6103 0.1 0.1 0.1 -0.03
C 2.1806 -1.6684 2.1348 -0.6 0.4 -0.3 -0.22
N 2.0588 -0.6088 1.3059 1.2 -0.5 1.1 -0.01
C 3.3197 -0.1029 1.0763 0.3 0.8 -0.4 -0.23
C 3.6233 0.9766 0.2544 -0.2 -0.8 0.6 -0.06
C 5.0571 1.3255 0.1446 0.2 0.0 -0.1 -0.20
C 5.9335 0.4546 -0.4983 -0.1 0.1 0.0 -0.03
C 7.2908 0.7146 -0.5432 0.1 0.0 0.0 -0.15
C 7.7700 1.8559 0.0708 0.6 0.1 0.0 -0.71
I 9.8599 2.2280 0.0750 -0.4 -0.1 0.0 0.79
C 6.9227 2.7495 0.6983 0.1 0.1 0.0 -0.15
C 5.5649 2.4848 0.7222 -0.1 -0.1 0.0 -0.02
C 2.7067 1.7288 -0.5191 -0.1 0.4 -0.4 -0.24
C 3.0078 2.7723 -1.4220 0.0 -0.2 0.3 -0.02
C 1.8182 3.1391 -2.0280 -0.3 0.0 -0.1 -0.02
C 0.8229 2.3244 -1.4759 0.3 0.0 0.0 -0.21
N 1.3609 1.4700 -0.5750 0.8 1.2 -0.6 0.01
C -0.6517 2.1246 -1.7576 0.2 0.4 0.3 -0.22
C -1.4382 2.3549 -0.4865 -0.3 -0.1 0.1 -0.20
C -2.3867 3.3401 -0.1710 0.2 -0.1 -0.3 -0.01
C -2.7514 3.1196 1.1477 0.2 -0.3 0.3 -0.01
C -2.0254 1.9911 1.5918 -0.1 0.5 -0.5 -0.23
N -1.2244 1.5544 0.5697 -1.2 1.6 0.4 0.00
C -1.2811 2.9111 -2.8740 -0.1 0.1 -0.1 -0.15
C -2.2976 2.3362 -3.6312 0.0 0.1 0.1 0.00
C -2.8868 3.0410 -4.6641 -0.1 0.0 0.0 -0.13
C -2.4606 4.3292 -4.9266 -0.2 0.3 -0.4 -0.71
I -3.2886 5.3905 -6.5615 0.1 -0.2 0.3 0.79
C -1.5020 4.9414 -4.1461 -0.1 0.1 -0.1 -0.15
C -0.9342 4.2346 -3.1012 0.0 -0.2 0.1 -0.03
C 4.2620 -0.8628 1.8440 -0.1 -0.4 0.2 0.00
C 3.5612 -1.8376 2.4845 0.6 0.1 -0.2 -0.02
N -0.4844 -0.4591 2.4053 -0.3 -0.5 1.8 -0.02
H -2.6482 4.4526 6.0968 0.0 0.1 0.1 0.09
H -1.4707 3.3879 4.2141 0.1 0.0 0.0 0.13
H -4.6813 0.6102 3.7568 0.0 -0.1 -0.1 0.13
H -5.8721 1.6812 5.6270 0.0 0.0 0.0 0.09
H -2.4773 -0.5490 5.0439 -0.1 0.0 0.2 0.10
H -0.8597 -2.6574 4.8333 0.0 -0.1 0.1 0.11
H 3.1188 -4.2170 2.6509 0.1 0.0 0.0 0.08
H 2.9277 -6.6169 2.4672 0.0 -0.1 0.0 0.09
H -1.3375 -6.2869 2.3915 0.0 0.0 0.0 0.09
H -1.1502 -3.8662 2.5874 -0.1 0.0 0.0 0.11
H 5.5433 -0.4399 -0.9606 -0.1 -0.1 0.0 0.12
H 7.9633 0.0314 -1.0412 0.0 0.0 0.0 0.09
H 7.3158 3.6355 1.1741 0.0 0.1 0.0 0.09
H 4.8941 3.1710 1.2168 -0.1 0.0 0.1 0.13
H 3.9757 3.1993 -1.6006 0.2 0.0 -0.1 0.10
H 1.7005 3.8648 -2.8080 0.0 0.1 -0.1 0.09
H -2.7769 4.0911 -0.8319 0.0 0.1 -0.1 0.10
H -3.4554 3.6905 1.7231 -0.2 0.1 0.1 0.10
H -2.6334 1.3300 -3.4194 0.0 -0.1 0.0 0.13
H -3.6698 2.5907 -5.2563 0.0 0.0 0.0 0.09
H -1.1914 5.9561 -4.3433 0.0 0.1 0.0 0.09
H -0.2275 4.7224 -2.4506 0.1 0.0 0.0 0.11
H 5.3178 -0.6792 1.9078 0.2 0.1 0.1 0.11
H 3.9607 -2.5268 3.2040 0.0 -0.1 0.1 0.10
O -2.8137 -1.3270 -1.9988 -0.2 0.1 -0.1 0.06
C -1.7503 -1.5992 -1.4735 0.0 -0.9 -1.2 -0.62
O -1.4209 -1.4617 -0.2568 -0.6 -0.5 0.4 -0.13
C -0.6306 -2.2521 -2.3775 -0.5 0.2 0.8 -0.08
C 0.4750 -2.8313 -1.4802 -0.5 -0.9 -0.1 -0.25
C 1.4297 -3.7165 -2.2931 0.0 0.1 0.3 -0.09
C 2.2477 -2.6549 -3.0494 0.1 0.2 0.1 -0.09
C 1.5770 -1.3633 -2.5555 0.5 0.2 -0.8 -0.24
O 1.2649 -1.6681 -1.2043 0.1 0.0 0.1 -0.12
C 0.1724 -1.2317 -3.2149 0.1 0.3 0.1 -0.07
C -0.1506 0.2555 -3.1642 0.6 -0.6 -1.3 -0.44
O 0.2152 0.9778 -4.0608 -0.1 -0.1 0.4 0.15
O -0.7238 0.6625 -2.0394 -0.4 0.5 0.6 0.01
H -1.1141 -3.0010 -3.0101 0.1 0.1 0.1 0.15
H 0.1136 -3.2728 -0.5491 0.1 0.1 -0.2 0.16
H 0.8937 -4.3931 -2.9538 -0.1 0.0 0.0 0.12
H 2.0553 -4.3065 -1.6255 0.0 0.0 0.0 0.11
H 2.1959 -2.7620 -4.1302 0.0 0.1 -0.1 0.12
H 3.2947 -2.6640 -2.7447 0.0 0.0 0.0 0.11
H 2.1965 -0.4658 -2.6237 -0.1 -0.1 0.1 0.17
H 0.2116 -1.4941 -4.2746 0.0 0.1 0.2 0.16
```
Positions in Å, forces in eV/Å.

No. 3
Below is C12H22FN6O4V as an isolated structure, with properties calculated with ωB97M-V with the def2-TZVPD basis set.

As for the charge: +2. Its spin multiplicity is 3. The value obtained for the HOMO energy (alpha / beta) is -15.309 / -15.327 eV. Its frontier orbital gap (alpha / beta) is 8.18 / 9.24 eV. The total energy comes out at -58326.726 eV.

```
46
Properties=species:S:1:pos:R:3:forces:R:3:mulliken_spin:R:1
V 0.2298 -0.3009 0.1084 -0.4 0.2 0.2 2.09
N -1.2061 0.9876 -0.8702 0.0 0.0 0.0 -0.01
C -1.6195 2.1199 0.0054 0.0 0.0 0.0 0.00
C -0.4293 2.5277 0.8509 0.0 0.0 0.0 0.01
N 0.1149 1.3405 1.5684 0.1 0.0 0.0 -0.05
C -0.7755 0.9650 2.7118 0.0 0.0 0.0 0.00
C -0.9845 -0.5379 2.8292 0.0 0.0 0.0 0.01
N -1.2357 -1.0964 1.4771 0.0 0.0 -0.1 -0.02
C 1.5113 1.5889 2.0120 0.0 0.0 0.0 0.00
C 2.1579 0.2831 2.4330 0.0 0.0 0.0 0.00
N 1.9079 -0.7333 1.3711 0.0 0.0 0.0 -0.02
H -0.7248 1.3546 -1.6890 0.0 0.0 0.0 0.00
H -2.0262 0.5034 -1.2297 0.0 0.0 0.0 0.01
H -2.4541 1.7828 0.6188 0.0 0.0 0.0 0.00
H -1.9763 2.9658 -0.5814 0.0 0.0 0.0 0.00
H -0.6991 3.3250 1.5478 0.0 0.0 0.0 0.00
H 0.3606 2.9108 0.2025 0.0 0.0 0.0 0.00
H -1.7421 1.4424 2.5552 0.0 0.0 0.0 0.00
H -0.3779 1.3715 3.6439 0.0 0.0 0.0 0.00
H -1.8111 -0.7416 3.5103 0.0 0.0 0.0 0.00
H -0.1100 -1.0418 3.2341 0.0 0.0 0.0 0.00
H -2.1980 -0.9091 1.2022 0.0 0.0 0.0 0.01
H -1.1645 -2.1126 1.4903 0.0 0.0 0.0 0.00
H 1.5502 2.3213 2.8227 0.0 0.0 0.0 0.00
H 2.0507 2.0062 1.1605 0.0 0.0 0.0 0.00
H 1.7450 -0.0798 3.3716 0.0 0.0 0.0 0.00
H 3.2255 0.4259 2.5946 0.0 0.0 0.0 0.00
H 1.8627 -1.6719 1.7643 0.0 0.0 0.0 0.01
H 2.7022 -0.7921 0.7354 0.0 0.0 0.0 0.00
F 5.4187 0.1570 -4.9270 0.0 0.0 0.0 0.00
C 4.4602 0.2474 -4.0328 0.0 0.0 0.0 0.00
C 3.5119 -0.6837 -3.9255 0.0 0.0 0.0 0.00
N 2.4880 -0.5830 -2.9777 0.0 0.0 0.0 0.00
C 1.4616 -1.6264 -2.8766 0.0 0.1 0.0 0.00
C 1.4112 -2.0950 -1.4266 0.0 -0.1 0.0 0.00
O 2.3936 -2.5026 -0.8681 0.0 0.0 0.0 0.00
O 0.2402 -1.9051 -0.8132 0.1 0.0 -0.1 -0.03
C 2.4423 0.4521 -2.1214 -0.1 -0.1 0.0 0.01
O 1.5262 0.5702 -1.2495 0.2 0.1 0.0 -0.01
N 3.3985 1.3882 -2.2268 0.0 0.0 -0.1 0.00
C 4.4830 1.4213 -3.1587 0.0 0.0 0.1 0.00
O 5.2630 2.3203 -3.1459 0.0 0.0 0.0 0.00
H 3.4939 -1.5514 -4.5684 0.0 0.0 0.0 0.00
H 1.7578 -2.4581 -3.5113 0.0 0.0 0.0 0.00
H 0.5002 -1.2445 -3.2147 0.0 0.0 0.0 0.00
H 3.3569 2.1826 -1.6017 0.0 0.0 0.0 0.00
```
Positions in Å, forces in eV/Å.

No. 4
Below is a 2-piece molecular cluster, C3H7O2S overall, with properties calculated with ωB97M-V with the def2-TZVPD basis set.

As for the charge: -1. The value obtained for the HOMO energy is -4.190 eV. Its frontier orbital gap is 7.59 eV. The total energy comes out at -18156.206 eV.

```
13
Properties=species:S:1:pos:R:3:forces:R:3:nbo_charge:R:1
C 1.1053 -0.9664 -0.2532 0.3 0.1 -0.8 -0.61
C 1.1301 0.5221 0.0325 -0.2 -0.2 0.8 -0.51
S 1.6985 0.9042 1.7377 0.3 0.0 -0.1 -0.13
H 2.0965 -1.4019 -0.3398 0.4 0.0 0.5 0.18
H 0.5109 -1.4857 0.4863 -0.2 -0.1 0.0 0.23
H 0.6773 -1.1425 -1.2446 -0.4 0.1 0.2 0.21
H 0.1213 0.9288 -0.0147 0.0 0.1 -0.3 0.29
H 1.8196 1.0665 -0.6085 -0.1 0.1 -0.1 0.19
H 0.6939 0.3131 2.3961 -0.1 0.0 -0.1 0.13
O -2.0772 -0.8018 -0.1578 0.4 -0.5 0.0 -0.79
C -2.4332 0.3194 -0.5559 -0.9 -0.2 0.3 0.63
O -2.0086 1.4414 -0.2342 0.3 0.5 -0.1 -0.79
H -3.3343 0.3028 -1.2438 0.2 0.1 -0.1 -0.02
```
Positions in Å, forces in eV/Å.